Entry from the Open Molecules 2025 dataset: C4H7N3O as an isolated structure in a non-equilibrium geometry (the ωB97M-V functional and the def2-TZVPD basis).

The calculation puts the LUMO energy at 0.441 eV. As for the spin multiplicity: 1. The total charge is 0. The gap between HOMO and LUMO comes out at 8.46 eV.

Last column: natural (NBO) charge in e.
Atoms and positions in Å:
O 0.42340 1.72143 0.43405  -0.694
N 2.09617 0.14506 0.71781  -0.863
N -1.61239 -0.18133 0.58934  -0.667
N -3.32669 -0.73516 -1.10358  -0.383
C -2.34646 -0.42588 -0.54394  0.413
C -0.25837 -0.58682 0.29267  -0.112
C -0.13398 -0.33817 -1.19572  -0.526
C 0.81504 0.42439 0.27345  0.469
H 0.34645 -1.10270 -1.79201  0.214
H 0.04743 -1.58196 0.61735  0.206
H -1.91956 0.24790 1.45314  0.426
H 2.84991 0.21647 0.04715  0.388
H 1.18550 2.28054 0.61736  0.493
H -0.35517 0.57142 -1.73769  0.250
H 2.18870 -0.65520 1.33062  0.386

Atoms 1-6, force components in eV/Å:
-0.59 0.45 -0.23
0.77 -0.28 0.09
0.57 -0.48 -0.95
1.41 0.61 -0.29
-3.01 -0.27 2.46
-0.52 1.66 -0.74


Entry from the Open Molecules 2025 dataset: a 2-piece molecular cluster, C4H4S overall in a non-equilibrium geometry (the ωB97M-V functional and the def2-TZVPD basis).

The calculation puts the LUMO energy at 0.004 eV. As for the spin multiplicity: 1. The total charge is 0. The gap between HOMO and LUMO comes out at 8.13 eV.

Last column: natural (NBO) charge in e.
Atoms and positions in Å:
S -2.29724 -1.53034 0.89100  0.120
C -1.18005 -0.53533 0.40901  -0.214
C 0.77892 1.00891 -0.20280  -0.124
C 0.19105 -0.18750 0.58728  -0.403
C 1.03721 -0.14735 -0.70842  -0.135
H 0.67360 -0.20079 1.55330  0.229
H -1.72845 0.24854 -0.99607  0.042
H 0.91847 2.10077 -0.17378  0.248
H 1.60650 -0.75690 -1.35952  0.237

Atoms 1-6, force components in eV/Å:
0.13 -0.43 1.00
-2.59 1.61 -4.18
-0.06 -0.33 -0.54
1.29 1.82 -0.69
-0.03 1.27 1.50
-0.19 -1.09 0.28


Entry from the Open Molecules 2025 dataset: C40H52CsF5N8O4S2Sb2 as an isolated structure (the ωB97M-V functional and the def2-TZVPD basis).

The calculation puts the LUMO energy at 3.485 eV. As for the spin multiplicity: 1. The total charge is -2. The gap between HOMO and LUMO comes out at 5.98 eV.

Last column: Löwdin charge in e.
Atoms and positions in Å:
Cs -0.21621 0.63279 1.16967  0.740
Sb 3.79128 0.74096 2.61859  1.267
Sb 3.07468 0.91704 -0.93929  1.320
S 1.71207 3.77868 0.85960  0.521
S -2.82492 -1.86245 3.80979  0.553
F -1.07060 4.61143 1.63031  0.061
F -0.44871 9.25898 1.48595  0.079
F 2.15417 8.88707 0.76376  0.083
F -2.03991 7.08448 1.90924  0.092
F 3.15490 6.42824 0.47304  0.063
O -1.47932 -2.15964 4.24443  -0.342
O 1.35510 -1.07669 -0.56700  -0.541
O -3.81260 -1.59235 4.83074  -0.333
O -4.39201 -0.95425 -2.94993  -0.006
N -3.49351 0.92371 1.34815  0.078
N -2.91457 3.85261 -3.03494  0.106
N -3.70076 -2.69357 -1.69487  -0.123
N -1.28028 2.61428 -1.15498  0.049
N -2.70244 -0.72888 2.70311  -0.152
N -5.03113 -0.64076 2.30071  0.116
N -4.59831 -6.71782 0.80941  0.075
N -4.27631 1.97972 -3.09404  0.134
C 0.97996 -2.35546 -0.89796  -0.802
C -3.79605 -2.02915 -2.86060  -0.497
C -0.23520 5.63593 1.40727  -0.266
C -2.31226 1.99229 -1.67674  -0.115
C 5.07622 2.27881 1.72639  -0.348
C 2.18596 -3.25435 -1.24364  -0.058
C 5.95664 1.84438 -0.61844  -0.292
C 0.25483 -3.02721 0.28602  -0.077
C -3.15823 2.61458 -2.62036  -0.384
C -3.77684 -0.15542 2.13563  -0.506
C -5.82763 1.11965 0.89933  -0.079
C -3.37120 -3.33773 2.97027  -0.283
C 4.08207 -0.46909 -2.24110  -0.301
C -2.83170 -5.30648 1.70038  -0.055
C 6.97430 1.31785 -1.42072  -0.075
C 5.13095 0.43290 4.30961  -0.374
C -1.85093 4.46194 -2.50064  -0.129
C 7.30842 1.25438 1.29877  -0.080
C -5.12508 -4.77250 2.17373  -0.046
C -0.75407 6.90725 1.55574  -0.158
C 1.36509 7.81536 0.97577  -0.160
C 0.02842 -2.33983 -2.11094  -0.060
C -4.23828 -2.10603 -0.47514  -0.011
C -4.72004 -3.64444 2.87077  -0.072
C 4.49074 -1.03757 1.63171  -0.352
C 8.30545 0.73948 0.48411  -0.121
C 1.86579 6.53587 0.83118  -0.253
C 8.13050 0.76617 -0.89190  -0.118
C 1.09647 5.38181 1.04240  -0.617
C -3.08550 -3.99598 -1.53059  -0.039
C 4.72109 2.38379 -1.24930  -0.326
C -2.42872 -4.17591 2.39207  -0.066
C 6.12739 1.79085 0.78404  -0.292
C 1.84390 1.70768 -2.50347  -0.310
C -1.03531 3.86444 -1.56565  -0.152
C -4.18499 -5.60997 1.57773  -0.350
C -6.01401 -0.00017 1.68907  -0.164
C 0.04654 8.01296 1.34319  -0.163
C -3.16664 -2.64471 -4.09278  -0.001
C -4.50680 1.53217 0.76536  -0.165
H -2.23196 -3.92281 -0.85467  0.068
H 7.43838 1.23915 2.37587  0.095
H 2.40394 1.73322 -3.44033  0.000
H -4.25746 2.39334 0.15115  0.101
H 5.41139 -0.84123 1.07896  0.000
H -1.64937 5.47222 -2.83975  0.098
H 4.73980 -0.36871 4.93812  -0.017
H 4.66747 -1.19975 -1.68415  0.002
H 4.86986 2.54678 -2.31902  0.052
H 0.97382 1.05944 -2.60510  -0.010
H -1.37862 -3.93419 2.49232  0.102
H 4.39558 2.99869 1.27608  -0.019
H 2.71322 -2.87740 -2.11917  0.050
H 0.92750 -3.07207 1.14640  0.086
H -3.57383 -2.34671 0.35440  0.082
H 3.31509 -0.98192 -2.81651  -0.016
H -0.27398 -3.34780 -2.42425  0.066
H -0.07218 -4.04841 0.04951  0.068
H -3.32508 -1.95212 -4.91404  0.081
H -3.91171 -7.45635 0.77772  0.076
H 4.68595 -1.79322 2.39545  -0.003
H -2.50580 0.97753 -1.34110  0.096
H -0.62491 -2.44994 0.58473  0.046
H 0.52639 -1.84377 -2.94850  0.078
H 2.88535 -3.25657 -0.40391  0.071
H 5.19185 1.34365 4.90750  -0.015
H 9.20616 0.32388 0.92044  0.086
H -2.09109 -5.95175 1.23866  0.109
H -0.86881 -1.76310 -1.86226  0.072
H -6.64098 1.62741 0.40273  0.086
H 5.53434 2.74812 2.60053  0.054
H -2.09701 -2.80079 -3.95128  0.065
H -5.49669 -7.08193 1.08846  0.074
H -3.80629 -4.69453 -1.09636  0.083
H 4.73817 0.08611 -2.91371  -0.009
H -5.43770 -2.98077 3.33039  0.100
H 6.84526 1.35188 -2.49720  0.098
H -5.23730 -2.49341 -0.25947  0.101
H 4.37876 3.31218 -0.78934  0.033
H -2.74227 -4.39020 -2.48149  0.075
H -0.17178 4.35745 -1.13681  0.063
H 1.88115 -4.28867 -1.44436  0.069
H -4.31032 0.96786 -3.04367  0.043
H -3.62603 -3.60380 -4.33792  0.080
H 8.89167 0.36642 -1.55216  0.086
H 1.52341 2.71102 -2.22752  -0.026
H 6.12955 0.15704 3.96775  -0.019
H -4.66603 2.39292 -3.92433  0.085
H -7.01010 -0.41541 1.83308  0.101
H -4.31151 -1.02794 -0.58932  0.074
H 3.71442 -1.38912 0.95208  -0.046
H -6.18157 -5.00410 2.08343  0.103

Atoms 1-6, force components in eV/Å:
0.08 0.18 0.17
-0.03 0.01 -0.03
-0.02 -0.06 0.05
0.11 -0.01 0.02
-0.03 0.00 0.05
-0.01 0.01 0.03


Entry from the Open Molecules 2025 dataset: C44H42IrN9O3PS2 as an isolated structure in a non-equilibrium geometry (the ωB97M-V functional and the def2-TZVPD basis).

Its expectation value of S² is 0.76. The calculation puts the LUMO energy (spin up / spin down) at -5.473 / -6.139 eV. As for the spin multiplicity: 2. The total charge is +2. The gap between HOMO and LUMO (spin up / spin down) comes out at 7.90 / 7.09 eV.

Last column: Löwdin charge in e.
Atoms and positions in Å:
Ir -0.69302 0.11806 -0.18679  1.205
S 1.54288 1.12578 7.09148  1.085
S -0.82115 -2.00171 -0.99659  0.792
P 2.01583 0.82232 -2.16427  0.858
O -1.88504 4.26055 -1.87387  -0.003
O -2.68904 -0.25515 0.51162  -0.210
O -0.39906 2.89505 -0.86865  0.039
N -2.20629 2.08682 -2.00546  0.071
N 2.05109 0.13490 5.92869  -0.199
N -1.90117 0.72385 -1.79728  -0.070
N 0.38820 1.91592 6.29599  -0.196
N 0.93320 0.26569 -1.15381  -0.337
N -2.65078 -2.51207 1.06561  0.123
N -1.13728 1.54301 1.70479  0.042
N 0.55046 -0.51982 1.36057  -0.049
N -1.81163 -4.24761 -0.11300  -0.103
C 4.30504 2.36913 0.79610  -0.063
C 1.42607 -0.28128 3.58187  -0.065
C -3.06709 -1.26331 1.20479  -0.387
C 0.11579 3.08455 -4.95387  -0.060
C 2.17571 3.45158 -3.11885  -0.056
C 2.37128 -1.27588 3.33377  0.047
C 0.73649 4.32531 -4.83767  -0.055
C 0.36174 1.41721 5.06975  -0.302
C -5.98293 -0.58619 4.23317  -0.053
C 1.47365 -1.45538 1.13274  -0.135
C 3.43542 1.35533 -1.20435  -0.304
C 3.16613 -1.38017 -5.39798  -0.050
C -0.40320 1.18968 2.76734  -0.130
C -2.01696 -5.38642 2.10736  -0.061
C -4.53740 -2.09122 3.04310  -0.009
C 5.80722 1.64484 -0.94328  -0.053
C -4.60241 0.24506 2.45613  -0.022
C 3.22450 1.93518 0.04595  -0.084
C 2.75638 -0.31957 -4.60137  -0.067
C 4.72826 1.20936 -1.69946  -0.060
C 0.52625 2.03654 -4.15039  -0.115
C 2.39717 -1.85645 2.08794  0.003
C -4.08425 -1.03276 2.25291  -0.139
C -2.00009 2.53715 1.82930  -0.111
C -0.51160 1.84629 3.99733  -0.063
C 0.41248 -5.25690 -0.61620  -0.056
C 1.76432 4.50630 -3.92631  -0.063
C -1.39651 3.08555 -1.52925  -0.617
C -5.47995 -1.86510 4.03022  -0.052
C -1.84876 -2.93528 0.08940  -0.585
C 2.51429 -0.52478 -3.24437  -0.292
C -2.18253 3.23723 3.01748  -0.002
C 0.54166 0.09319 2.56834  -0.111
C -2.62942 -5.14152 0.73742  -0.174
C 5.59541 2.22148 0.30122  -0.055
C -0.96969 -4.88714 -1.13385  -0.229
C 1.55372 2.21222 -3.22114  -0.304
C 3.33389 -2.64021 -4.84467  -0.050
C -1.42770 2.89081 4.11536  0.045
C 1.31435 0.39577 4.85965  -0.302
C -5.54655 0.46892 3.44289  -0.058
C -1.07665 5.40238 -1.50422  0.008
C 3.10050 -2.84685 -3.48983  -0.059
C 2.69280 -1.79400 -2.69016  -0.079
H 2.63831 0.66337 -5.03750  0.108
H -1.50477 -5.77608 -1.46294  0.126
H -1.05036 -5.88319 2.03351  0.067
H 6.43960 2.55814 0.88816  0.115
H 2.25641 5.46649 -3.84692  0.118
H 3.24597 -3.82891 -3.05979  0.110
H -5.82896 -2.68705 4.64026  0.114
H 3.65392 -3.46419 -5.46842  0.117
H -1.08273 5.52209 -0.42314  0.099
H -2.76510 0.23713 -1.55361  0.103
H -2.58713 2.78137 0.95262  0.120
H -2.72758 -6.07485 0.18632  0.122
H 3.35768 -1.21856 -6.45005  0.117
H 2.51627 -1.95245 -1.63353  0.081
H 2.21387 2.05320 0.42337  0.096
H -1.52777 3.40720 5.06100  0.134
H 0.06932 1.05891 -4.27124  0.107
H -1.54758 6.25091 -1.98705  0.105
H -0.90056 -4.23316 -2.00152  0.074
H 3.06471 -1.55953 4.11443  0.134
H -2.67776 -6.03026 2.68790  0.087
H 4.89643 0.75423 -2.66825  0.114
H -4.27666 1.05328 1.81972  0.096
H 0.93088 -4.37838 -0.22936  0.054
H 6.81271 1.53074 -1.32491  0.116
H 4.14540 2.82686 1.76368  0.110
H -5.95067 1.46117 3.59323  0.111
H -3.62041 -4.70437 0.83171  0.116
H 0.42509 5.14480 -5.47206  0.117
H -1.52693 0.32643 -2.65819  0.094
H 2.98242 3.60070 -2.41290  0.111
H -6.72383 -0.41418 5.00263  0.115
H -2.98102 2.30350 -2.61170  0.169
H 3.11800 -2.61970 1.83236  0.125
H -0.05941 5.26397 -1.86155  0.082
H -0.66958 2.93821 -5.68399  0.115
H 0.35398 -5.99932 0.17808  0.074
H -1.89243 -4.44855 2.64631  0.066
H 1.46673 -1.90208 0.15255  0.032
H 1.00754 -5.68003 -1.42539  0.085
H -4.14212 -3.08305 2.87807  0.103
H -2.90591 4.03894 3.06478  0.124

Atoms 1-6, force components in eV/Å:
-0.96 -0.44 1.14
0.00 0.00 -0.01
0.05 -0.09 -0.61
0.04 0.34 -0.16
-0.09 0.20 -0.20
0.24 0.12 0.16


Entry from the Open Molecules 2025 dataset: C2HI2N3 as an isolated structure in a non-equilibrium geometry (the ωB97M-V functional and the def2-TZVPD basis).

The calculation puts the LUMO energy at -1.268 eV. As for the spin multiplicity: 1. The total charge is 0. The gap between HOMO and LUMO comes out at 7.11 eV.

Last column: natural (NBO) charge in e.
Atoms and positions in Å:
I -2.31619 -0.19285 0.59243  0.488
I 2.19855 1.57596 -0.13387  0.336
N -0.87746 2.23082 1.18695  -0.628
N -0.44196 0.06217 -0.00075  -0.772
N 0.22760 4.33462 1.64446  -0.431
C 0.27464 1.08049 0.37461  0.242
C -0.29698 3.32423 1.49575  0.341
H -0.02635 -0.42403 -0.76953  0.424

Atoms 1-6, force components in eV/Å:
-1.12 -0.57 0.02
-0.47 -0.21 0.06
2.29 -5.32 -2.38
2.24 1.13 -0.21
0.99 2.07 0.71
-4.37 4.19 2.73


Entry from the Open Molecules 2025 dataset: C16H22ClNTc as an isolated structure in a non-equilibrium geometry (the ωB97M-V functional and the def2-TZVPD basis).

Its expectation value of S² is 3.77. The calculation puts the LUMO energy (spin up / spin down) at -7.191 / -9.476 eV. As for the spin multiplicity: 4. The total charge is +2. The gap between HOMO and LUMO (spin up / spin down) comes out at 7.36 / 6.95 eV.

Last column: natural (NBO) charge in e.
Atoms and positions in Å:
Tc 0.28801 0.10302 -0.23566  0.867
Cl 2.88147 -1.08051 -2.12485  -0.194
N -1.47288 -0.42649 0.87411  -0.486
C -0.06207 1.98946 -1.12993  -0.220
C -1.26046 0.22745 -2.06603  -0.172
C 4.34474 -1.33159 -3.24330  0.104
C -3.59907 0.00600 2.32217  -0.755
C 5.34064 -2.21537 -2.48479  -0.646
C 0.70999 0.50251 1.99877  -0.182
C 0.06454 0.16016 -2.57013  -0.158
C 1.32398 -0.79468 1.89097  -0.187
C -2.39775 -0.11395 1.51523  0.548
C 2.29184 -0.76385 0.85952  -0.138
C 2.30116 0.57452 0.29784  -0.263
C 4.96623 0.02781 -3.57520  -0.645
C 3.80349 -2.02130 -4.49961  -0.645
C 0.83167 1.23095 -1.97367  -0.228
C 1.36638 1.37413 1.06547  -0.249
C -1.32021 1.30672 -1.11596  -0.213
H -4.43968 0.34273 1.69507  0.298
H 0.43446 -0.54322 -3.30778  0.302
H 6.19716 -2.48208 -3.11638  0.249
H -3.84567 -0.97527 2.75983  0.311
H 3.03932 0.95618 -0.39652  0.299
H 1.26620 2.45006 1.04144  0.281
H 5.31765 0.52813 -2.66549  0.217
H 4.24126 0.68096 -4.07338  0.215
H 3.27085 -2.93953 -4.22899  0.227
H 1.83273 1.51898 -2.26901  0.299
H -3.43907 0.73844 3.12916  0.295
H -2.19414 1.64978 -0.57440  0.277
H 1.07097 -1.65476 2.50307  0.281
H -2.08556 -0.41372 -2.36165  0.289
H 0.13261 2.94950 -0.66977  0.285
H 2.95679 -1.57790 0.58652  0.299
H 5.82722 -0.10107 -4.24552  0.254
H 3.10800 -1.35809 -5.02637  0.215
H 4.85835 -3.14164 -2.15494  0.227
H 5.72228 -1.68616 -1.60421  0.218
H 0.01027 0.83773 2.76798  0.276
H 4.61354 -2.28484 -5.18963  0.248

Atoms 1-6, force components in eV/Å:
1.13 -1.99 -1.30
0.46 -0.20 -0.38
-3.02 0.33 2.11
-0.48 0.41 -0.97
0.08 0.40 0.35
1.15 -0.46 -0.98